1.
Below is C4H7ClOS in the gas phase, with properties calculated with ωB97M-V/def2-TZVPD.

Properties
- Relative energy (zero: lowest compared OMol25 entry of this formula, charge and spin): 38.4 kcal/mol
- HOMO energy: -9.458 eV
- Frontier orbital gap: 9.91 eV
- SMILES: CC(C)(Cl)SC=O

The geometry in XYZ format:
```
14
Properties=species:S:1:pos:R:3:forces:R:3:lowdin_charge:R:1
C -3.35449 -1.08002 -0.00362 3.449 1.770 -0.749 -0.59
C 0.38144 -0.43622 0.25624 -3.396 1.053 1.512 -0.12
C -0.42809 1.91436 1.45387 -2.193 -2.489 -0.335 -0.20
C -0.44702 0.92598 0.26456 -1.593 -2.625 1.655 -1.07
O -3.06261 -1.79397 -0.89474 -0.494 -0.971 -0.503 0.01
S -2.42299 0.38058 0.59928 0.322 0.485 0.207 0.84
Cl -0.25921 1.71151 -1.21541 0.193 0.884 -1.692 0.70
H -4.12517 -1.07385 0.70561 -1.973 -0.532 0.906 0.03
H 0.28348 -0.88082 1.31047 0.527 0.396 -1.804 0.11
H 1.30286 -0.07718 -0.05131 2.367 -0.050 -0.130 0.03
H -0.06118 -1.05200 -0.55326 0.342 0.112 0.780 0.08
H 0.49304 2.21064 1.81513 2.248 0.424 0.356 0.05
H -0.97450 2.77235 1.09869 -0.380 0.341 0.377 0.06
H -0.96515 1.33768 2.26623 0.579 1.201 -0.580 0.06
```
Forces are in eV/Å.

=====

2.
Below is C6H9N in the gas phase, with properties calculated with ωB97M-V/def2-TZVPD.

Properties
- Relative energy (zero: lowest compared OMol25 entry of this formula, charge and spin): 2.7 kcal/mol
- HOMO energy: -7.807 eV
- Frontier orbital gap: 8.86 eV
- SMILES: Cc1cc[nH]c1C

The geometry in XYZ format:
```
16
Properties=species:S:1:pos:R:3:forces:R:3:lowdin_charge:R:1
C 1.96804 0.20633 0.44475 0.031 0.102 -0.044 -0.03
C 0.57646 -0.24942 0.14125 -0.038 -0.008 -0.013 -0.29
C -0.61526 0.37156 -0.17286 0.131 -0.048 -0.003 -0.25
C -0.87304 1.83231 -0.41903 0.019 0.067 0.011 -0.06
C -1.60339 -0.65852 -0.24954 -0.034 -0.023 -0.053 -0.07
C -0.99009 -1.85864 -0.00152 -0.084 -0.026 -0.012 -0.13
N 0.33114 -1.59500 0.23485 -0.009 -0.020 0.024 0.04
H 2.22294 1.14036 -0.06092 -0.075 -0.077 0.064 0.07
H 2.67795 -0.56139 0.10913 -0.037 0.225 0.046 0.07
H 2.12027 0.34502 1.52382 -0.024 0.044 -0.206 0.08
H -1.71122 1.96073 -1.11411 0.149 -0.059 0.124 0.07
H -0.00851 2.33586 -0.86553 -0.071 -0.106 0.104 0.07
H -1.13237 2.37370 0.49845 0.054 -0.086 -0.087 0.07
H -2.65306 -0.51290 -0.47747 0.192 -0.055 0.028 0.10
H -1.37700 -2.86726 0.01621 0.045 0.147 -0.008 0.10
H 1.06714 -2.26276 0.39253 -0.249 -0.076 0.026 0.15
```
Forces are in eV/Å.

=====

Question: Among the records above, which one has the highest HOMO energy?
Answer: C6H9N

=====

Question: Which value of frontier orbital gap does entry 1 give?
Answer: 9.91 eV